Record 1
111
Properties=species:S:1:pos:R:3 method="wB97M-V/def2-TZVPD" fmax_ev_per_a=1.22 spin_multiplicity=5 total_charge=+3 lumo_ev="-7.469 / -10.850" e_tot_ev=-108009.7823 s_squared=6.03 de_lowest_kj_mol=84.86
Pt -0.84 -0.17 -0.23
Te 1.47 3.68 0.74
P -1.87 -2.08 0.75
P 0.79 0.52 1.66
P 1.46 0.81 -1.12
P -2.22 -0.58 -2.23
N 6.00 4.81 1.82
C 3.86 5.39 0.99
C 3.43 -3.31 -0.78
C 5.56 3.59 2.06
C 3.49 2.41 -1.97
C 2.09 -3.24 -1.13
C -4.26 3.46 -2.76
C -0.80 1.25 2.12
C 1.48 -1.99 -1.26
C 0.87 -3.58 3.32
C 4.14 -2.14 -0.53
C -4.46 1.07 -2.50
C -5.60 -1.98 3.41
C 1.88 0.63 3.11
C 2.88 -0.32 3.24
C 5.17 5.69 1.29
C -3.26 -1.94 1.91
C -1.58 -0.70 -6.29
C -2.72 1.22 3.55
C -4.30 -1.06 1.59
C -3.40 -2.82 2.97
C 2.78 1.90 4.94
C -1.58 1.87 1.10
C 4.33 2.95 -2.93
C -2.92 2.18 1.36
C -5.46 -1.10 2.33
C -2.29 2.12 -2.52
C 2.20 -0.84 -0.97
C -3.33 -1.92 -1.62
C 3.53 -0.90 -0.59
C -0.45 -4.49 1.06
C 1.81 1.73 3.96
C 1.39 1.64 0.40
C -3.08 0.98 -2.43
C -5.05 2.32 -2.66
C 4.28 3.18 1.76
C -3.47 1.90 2.58
C 2.96 1.97 -4.67
C -2.87 3.35 -2.67
C -1.28 -2.03 -6.51
C -2.58 -2.91 -0.72
C 1.13 -4.86 2.84
C -1.40 0.89 3.31
C 4.05 2.74 -4.27
C 3.41 4.09 1.21
C -1.71 -1.11 -3.92
C -1.41 -2.45 -4.15
C 2.37 1.69 -2.37
C -1.20 -2.91 -5.44
C -0.66 -3.19 1.51
C 2.12 1.43 -3.72
C 3.84 -0.16 4.22
C -4.56 -2.84 3.74
C 3.79 0.95 5.06
C -0.02 -2.75 2.66
C -1.80 -0.23 -5.00
C 0.46 -5.31 1.72
H -3.51 2.68 0.59
H -0.99 -4.90 0.22
H -5.08 0.20 -2.45
H 5.19 -2.21 -0.28
H 2.78 1.78 -5.72
H -2.26 4.23 -2.80
H -0.96 -3.95 -5.63
H -1.75 -3.39 -1.26
H -6.13 2.39 -2.72
H 1.55 -4.14 -1.34
H 6.28 2.90 2.50
H -2.08 0.80 -4.87
H -1.13 2.27 0.20
H -6.29 -0.44 2.08
H 1.28 0.82 -4.02
H -4.66 -3.56 4.53
H -1.40 -3.17 -3.32
H -0.81 0.38 4.08
H -3.18 0.97 4.50
H -4.18 -0.33 0.79
H 4.71 3.16 -5.01
H 3.74 2.49 -0.91
H 3.99 2.16 1.93
H 3.23 6.15 0.56
H 3.93 -4.27 -0.75
H 4.54 1.05 5.84
H -0.20 -1.77 3.08
H -1.70 -0.01 -7.11
H -1.11 -2.39 -7.51
H 5.57 6.68 1.11
H 1.81 -5.51 3.38
H -1.20 2.01 -2.46
H 0.60 -6.32 1.35
H -4.16 -1.47 -1.07
H 2.74 2.74 5.61
H 4.61 -0.90 4.35
H 5.21 3.49 -2.63
H -2.64 -3.56 3.20
H 2.90 -1.19 2.58
H 1.36 -3.25 4.22
H -3.77 -2.47 -2.45
H -3.25 -3.69 -0.38
H -6.52 -2.03 3.96
H 1.02 2.44 3.84
H -4.50 2.14 2.81
H -4.74 4.41 -2.91
H 4.08 0.01 -0.38
H 0.46 -1.95 -1.63

***

Record 2
118
Properties=species:S:1:pos:R:3 method="wB97M-V/def2-TZVPD" fmax_ev_per_a=2.26 total_charge=-1 lumo_ev="1.033 / 1.033" e_tot_ev=-134801.9913 de_lowest_kj_mol=0.00
Pt 0.00 0.80 0.88
Cl 4.36 -1.01 5.54
Cl 1.50 -2.23 1.19
Cl 3.48 -3.05 3.38
Cl 3.20 1.88 5.49
Cl 1.29 2.75 3.27
O -1.25 1.92 -0.42
O -1.46 -1.54 2.57
N 1.30 0.63 -0.71
N -1.24 -0.84 -0.68
N -1.36 1.21 2.35
N -1.42 0.55 3.52
C -4.64 0.80 -0.93
C -4.52 0.17 1.51
C 0.30 -1.08 6.96
C 3.26 -0.54 4.31
C 0.18 -0.49 -3.93
C 1.87 1.12 3.25
C -0.53 -0.65 -1.73
C -0.51 -4.68 0.18
C -3.13 4.97 -0.75
C 2.57 2.71 -0.96
C 1.43 0.24 2.25
C -2.97 4.43 1.58
C 1.31 3.51 -1.24
C -2.25 3.25 1.30
C -4.44 -3.55 -0.72
C -2.06 -3.15 -0.93
C -1.94 2.39 2.39
C -0.30 -0.52 5.84
C -3.56 -1.35 -0.25
C 2.23 0.74 -5.24
C 4.77 -1.46 0.23
C -2.26 -1.77 -0.61
C -3.82 0.08 0.15
C 1.97 -1.05 2.34
C -0.48 -4.56 -2.35
C 4.27 -1.44 -2.22
C -0.20 -3.28 6.14
C 0.90 4.35 -0.03
C 3.78 3.38 -0.91
C -3.41 5.27 0.58
C 2.86 -1.45 3.34
C -1.90 -1.65 -3.73
C 0.22 -0.60 -5.32
C 4.98 2.69 -0.79
C -2.40 3.85 -1.06
C -3.16 -3.99 -1.01
C 1.30 0.03 -5.97
C 2.75 0.75 4.27
C -4.62 -2.24 -0.32
C 1.14 0.23 -3.16
C 0.35 -2.46 7.11
C 2.16 0.86 -3.84
C 2.55 1.31 -0.84
C 4.96 1.31 -0.79
C -0.69 -3.78 -1.05
C -0.83 -1.34 4.85
C -1.87 -1.80 -5.13
C -0.78 -2.73 5.01
C -0.85 -1.02 -3.12
C 3.82 -0.92 -0.85
C -1.93 2.96 -0.06
C -0.85 -1.31 -5.91
C 3.76 0.60 -0.81
C 0.72 0.12 -1.77
C 1.49 4.40 -2.48
C -1.26 -0.79 3.54
H -4.16 0.72 -1.91
H 5.92 3.22 -0.73
H -5.28 -4.22 -0.79
H 1.40 -0.04 -7.05
H -2.86 0.58 0.23
H 5.81 -1.33 -0.06
H -1.18 -5.54 0.12
H 4.40 -2.52 -2.19
H 4.59 -2.52 0.39
H -0.34 0.55 5.71
H -2.29 2.68 3.38
H 5.89 0.77 -0.77
H -5.64 0.37 -1.00
H 0.64 3.69 0.79
H -1.03 -5.51 -2.33
H -3.01 -5.03 -1.28
H 2.12 5.26 -2.27
H 3.04 1.23 -5.76
H -3.50 5.61 -1.54
H 0.06 -2.99 -1.02
H 3.80 4.46 -0.96
H -4.67 1.22 1.78
H -5.50 -0.32 1.49
H 0.52 4.77 -2.82
H 0.74 -0.44 7.72
H 3.53 -1.21 -2.98
H -0.81 -3.98 -3.21
H -1.20 -3.36 4.23
H 2.91 1.44 -3.32
H -0.76 -4.10 1.07
H -3.91 -0.31 2.27
H 2.83 -1.30 -0.66
H 0.50 2.81 -1.46
H 4.61 -0.94 1.18
H -2.69 -2.32 -5.61
H 1.72 5.00 0.29
H -0.16 -4.36 6.26
H -2.75 -2.03 -3.17
H 0.52 -5.03 0.28
H 0.83 -2.89 7.98
H -3.18 4.66 2.61
H -2.16 3.59 -2.09
H 0.03 4.95 -0.26
H 1.94 3.84 -3.30
H 5.22 -0.98 -2.52
H -3.97 6.16 0.83
H -4.74 1.86 -0.68
H -5.61 -1.89 -0.07
H 0.58 -4.79 -2.48
H -0.87 -1.46 -6.99

***

Record 3
144
Properties=species:S:1:pos:R:3 method="wB97M-V/def2-TZVPD" fmax_ev_per_a=3.50 total_charge=0 lumo_ev=-1.713 e_tot_ev=-223103.3777
Br -2.57 6.64 -2.01
S -1.09 0.82 -2.18
S -5.28 -4.73 -6.90
F -4.16 -3.55 -7.00
F -5.83 -2.23 -8.85
F -6.35 -5.96 -6.64
F -5.33 -4.99 -8.49
F -5.19 -4.57 -5.25
F -7.21 -3.39 -5.66
F -7.78 -1.68 -7.97
F -7.75 -4.18 -7.62
F -4.07 -5.81 -6.81
O 3.64 -3.29 1.18
O 8.67 -7.25 2.13
O 5.66 3.18 -1.47
O 8.85 6.57 -0.91
O 9.54 -5.79 -0.36
O 4.20 4.00 0.66
O 7.44 7.34 1.27
O 4.83 -9.71 3.19
O -4.16 -2.00 11.46
O -4.59 2.43 8.58
O -6.66 2.73 6.41
O 7.05 -5.10 1.85
O 6.98 -6.15 -1.12
O 1.66 0.71 -3.49
O -6.61 7.92 4.50
O 11.21 -8.48 -3.82
O -6.98 4.86 8.04
O -2.00 -1.20 10.03
O 3.19 -7.59 2.84
O -6.38 5.78 2.86
O 8.65 -8.77 -4.64
O -6.72 1.69 10.08
N -1.57 3.55 -1.07
N 3.32 -1.15 -1.46
C -6.73 -3.54 -6.94
C -0.29 3.45 -1.71
C 2.36 3.11 -3.07
C 6.08 4.15 -0.87
C -6.65 3.97 5.89
C -3.22 0.64 9.27
C -6.07 1.61 -4.45
C 10.47 -7.13 -2.06
C 6.80 -8.55 2.66
C -5.91 -1.03 -6.69
C -6.40 0.06 -4.38
C 5.33 4.65 0.33
C -5.60 0.94 10.09
C -6.64 6.67 5.01
C -3.69 1.21 -3.33
C 1.93 4.39 -2.49
C 1.81 -1.71 0.78
C 5.36 -8.67 2.87
C -6.50 5.54 4.05
C 4.52 -7.45 2.67
C -3.13 -0.47 10.00
C 7.30 4.85 -1.27
C 6.51 -6.15 2.15
C 3.63 0.21 -2.00
C -4.90 3.39 -2.96
C -4.38 5.29 -0.01
C -2.67 3.10 -1.88
C -6.80 6.46 6.32
C -4.87 2.06 -3.56
C -6.49 -2.15 -7.64
C 0.14 2.16 -2.31
C -3.83 3.94 -2.11
C 1.42 1.98 -2.96
C -2.63 1.75 -2.50
C -7.02 -0.36 -5.79
C 5.06 -6.27 2.33
C -4.03 5.39 -1.57
C -4.46 1.42 9.25
C 5.77 5.70 1.03
C 7.73 -7.48 -2.90
C 4.18 -1.29 -0.23
C 3.38 -1.88 1.00
C 0.64 4.56 -1.81
C 7.73 5.90 -0.56
C 7.97 -6.73 -1.82
C 8.83 -8.10 -3.64
C 9.37 -6.49 -1.34
C 10.22 -7.88 -3.14
C 7.35 -7.38 2.32
C -5.51 -0.18 10.82
C -4.28 -0.97 10.82
C -3.45 6.16 0.93
C 3.06 0.37 -3.46
C -6.50 4.18 4.58
C 7.00 6.39 0.65
C -6.82 5.10 6.85
H 3.06 -8.52 3.08
H -6.38 3.37 3.88
H -6.90 7.27 7.03
H -7.40 0.56 -6.32
H 3.67 -1.35 1.96
H -3.68 5.83 1.99
H -2.40 1.01 8.67
H -7.16 -0.06 -3.56
H 0.40 5.57 -1.40
H -2.36 5.99 0.77
H -4.95 5.79 -2.07
H 10.78 -8.96 -4.55
H -3.56 0.19 -3.74
H 1.54 -2.44 -0.04
H 5.24 6.07 1.90
H 2.65 5.24 -2.60
H 1.66 -0.65 0.47
H 8.94 7.28 -0.24
H -5.50 -0.55 -4.13
H -7.89 -1.01 -5.58
H 7.41 -5.66 -0.39
H -4.33 4.20 0.28
H 3.14 -0.65 -3.94
H 4.75 0.36 -2.06
H 11.47 -6.97 -1.69
H -6.53 2.43 9.48
H -1.73 4.47 -0.66
H 3.67 1.05 -4.11
H -5.07 -1.41 -6.05
H 3.21 0.94 -1.26
H 5.05 -1.97 -0.43
H -3.78 7.23 0.88
H 7.82 4.49 -2.14
H 7.40 -9.44 2.80
H 3.33 3.00 -3.60
H -2.19 -1.95 10.63
H 4.11 3.28 0.00
H 4.63 -0.29 0.04
H -5.75 1.81 -5.52
H -6.78 2.86 7.37
H -6.50 7.80 3.53
H -5.46 -0.24 -7.36
H 4.47 -5.38 2.18
H -5.78 4.04 -3.17
H -6.33 -0.53 11.43
H 6.73 -7.65 -3.26
H 1.26 -1.94 1.73
H 2.85 -3.70 1.57
H 8.81 -6.31 1.89
H -6.94 2.24 -4.19
H 3.71 -1.80 -2.15
H -5.47 5.57 0.11

***

Record 4
125
Properties=species:S:1:pos:R:3 method="wB97M-V/def2-TZVPD" fmax_ev_per_a=4.45 spin_multiplicity=2 total_charge=0 lumo_ev="-1.404 / -1.426" e_tot_ev=-105896.7036 s_squared=0.97
Mn -0.85 -0.44 0.39
N -3.16 -1.90 -0.84
N -4.93 -2.89 0.71
N -0.21 1.51 -0.74
N -1.32 -2.28 1.49
N -2.93 0.31 1.00
N -1.98 -1.30 -1.10
N -2.59 -2.71 1.46
N -3.93 -0.59 1.07
N -5.90 -2.62 1.61
N 1.32 -0.99 -0.55
C 4.87 -0.14 -3.41
C 0.71 -0.10 5.52
C -2.69 -3.84 2.18
C 0.94 1.28 -1.38
C 3.64 3.39 -3.89
C 3.30 -4.16 -0.44
C 3.81 2.03 -3.52
C -0.02 0.10 2.00
C 2.56 4.10 -3.41
C -3.72 -2.30 -1.99
C -6.25 -4.67 0.78
C -5.11 -4.14 0.21
C 1.70 2.21 -2.21
C 2.51 2.01 5.66
C -1.75 2.89 -2.04
C 1.44 3.18 1.06
C 1.68 0.06 -1.29
C -1.18 2.50 -4.45
C 2.86 0.19 -2.14
C -4.82 1.40 1.45
C -0.62 -3.13 2.23
C 0.10 3.90 1.21
C -1.66 4.89 -0.15
C 4.85 1.15 -3.90
C -1.77 1.90 -3.18
C -0.10 -3.94 -1.10
C 1.36 0.18 6.70
C -0.82 3.78 0.01
C 3.37 -0.32 1.41
C 0.40 0.34 3.13
C 4.32 -2.56 0.97
C 2.83 1.50 -2.67
C 1.58 3.53 -2.58
C 1.84 1.75 4.48
C -2.55 5.00 -1.19
C 4.44 0.61 0.84
C 0.97 0.67 4.38
C 1.21 -2.96 -3.05
C -2.55 4.02 -2.16
C -3.19 1.40 -3.48
C -5.09 0.05 1.34
C -3.45 1.50 1.23
C 3.32 -1.64 0.68
C 1.27 -3.80 -1.77
C -6.69 -3.67 1.65
C 4.32 -3.82 0.42
C -0.90 2.72 -0.92
C 2.29 -3.27 -0.79
C 2.28 1.22 6.77
C -2.87 -1.97 -3.03
C 2.29 -1.97 -0.23
C 3.63 -0.54 2.91
C -0.66 3.47 2.47
C -1.79 -1.35 -2.41
C 3.89 -0.64 -2.52
C -1.45 -4.14 2.69
B -3.70 -2.03 0.61
H -3.62 -4.36 2.29
H -0.04 -4.66 -0.28
H -0.15 2.84 -4.29
H 3.21 2.83 5.71
H 0.01 -0.92 5.46
H -5.99 -0.50 1.45
H 3.29 -5.15 -0.88
H 1.89 3.42 0.10
H 5.11 -2.29 1.64
H -3.20 5.86 -1.27
H -1.18 1.76 -5.25
H -5.51 2.18 1.66
H 3.55 0.41 3.44
H 2.00 2.38 3.61
H -1.61 5.67 0.60
H -3.01 -2.15 -4.07
H -0.90 -0.97 -2.86
H -0.41 -2.98 -0.69
H 5.09 -4.53 0.66
H -1.77 3.35 -4.79
H -1.60 4.01 2.54
H 2.81 1.41 7.69
H 1.58 -4.80 -2.07
H -7.54 -3.67 2.31
H 1.04 -1.91 -2.82
H 5.42 0.13 0.87
H -3.18 4.13 -3.02
H 0.77 4.16 -2.24
H -6.69 -5.63 0.60
H 4.22 0.89 -0.18
H 5.63 1.49 -4.57
H -3.80 2.20 -3.89
H -0.08 3.68 3.36
H 2.90 -1.22 3.33
H 0.42 -3.31 -3.71
H 2.46 5.13 -3.69
H -1.19 -4.97 3.31
H 1.16 -0.42 7.58
H -4.69 -2.76 -2.01
H 2.12 3.51 1.84
H 4.62 -0.94 3.09
H -3.68 1.03 -2.58
H -3.15 0.60 -4.21
H -2.83 2.38 1.21
H 4.35 3.86 -4.55
H 2.39 0.16 1.32
H 4.49 1.53 1.43
H -4.42 -4.58 -0.48
H 0.43 -2.98 2.37
H -1.15 1.05 -2.89
H 2.16 -3.03 -3.58
H -0.84 -4.29 -1.81
H -0.86 2.40 2.43
H 3.99 -1.65 -2.16
H 1.30 2.11 1.14
H 0.32 4.97 1.31
H 5.66 -0.80 -3.71